[1]
This record from the OMol25 dataset describes C4H9NO in the gas phase at a distorted geometry. The level of theory is ωB97M-V/def2-TZVPD.

Structure (XYZ):
```
15
C4H9NO, DFT ωB97M-V/def2-TZVPD
C -1.00 0.20 1.05
C 0.20 0.21 0.06
C -0.25 -0.28 -1.25
C 1.61 -0.14 0.61
O 2.01 1.18 0.47
N 0.76 1.60 -0.15
H -1.90 0.53 0.75
H -0.57 0.99 1.81
H -0.96 -0.85 1.57
H -1.15 0.37 -1.54
H -0.91 -1.16 -1.18
H 0.60 -0.33 -1.93
H 1.66 -0.45 1.76
H 2.29 -0.83 -0.02
H 0.87 1.69 -1.11
```

Output
- SMILES = CC1(C)CON1
- calculated total energy (eV) = -7827.727
- frontier orbital gap (Eh) = 0.3598
- ΔE to the lowest compared entry with this formula, charge and spin (kcal per mole) = 105.9


[2]
This record from the OMol25 dataset describes a molecular structure, C23H15Cl5N2OPdS. The level of theory is ωB97M-V/def2-TZVPD.

Structure (XYZ):
```
48
C23H15Cl5N2OPdS, DFT ωB97M-V/def2-TZVPD
Pd -1.79 -0.20 0.19
Cl -1.92 1.39 7.07
C -1.71 1.41 5.36
C -2.44 0.55 4.56
Cl -3.58 -0.54 5.24
C -2.25 0.57 3.18
Cl -3.18 -0.49 2.15
C -1.34 1.43 2.54
O -1.14 1.45 1.26
C -0.63 2.31 3.39
Cl 0.49 3.39 2.65
C -0.80 2.29 4.77
Cl 0.11 3.36 5.76
C -2.64 3.72 -3.01
C -3.43 2.67 -2.58
C -2.84 1.50 -2.12
C -1.45 1.39 -2.03
C -0.66 2.46 -2.47
C -1.26 3.61 -2.97
N -0.91 0.24 -1.46
C 0.43 -0.07 -1.69
C 0.88 -0.31 -2.99
C 2.20 -0.65 -3.22
C 3.10 -0.77 -2.17
C 2.66 -0.53 -0.88
C 1.34 -0.18 -0.63
H -3.10 4.63 -3.39
H -4.51 2.74 -2.63
H -3.46 0.65 -1.83
H 0.41 2.40 -2.40
H -0.63 4.43 -3.30
H 0.18 -0.22 -3.81
H 2.53 -0.84 -4.24
H 4.13 -1.03 -2.36
H 3.35 -0.58 -0.05
H 1.00 0.04 0.38
S -0.92 -2.64 1.01
C 0.66 -3.09 0.66
N 0.96 -3.60 -0.57
C 2.19 -4.03 -0.95
C 3.23 -3.98 -0.08
C 2.99 -3.46 1.21
C 1.75 -3.01 1.56
H 0.19 -3.64 -1.22
H 2.27 -4.39 -1.97
H 4.21 -4.33 -0.38
H 3.80 -3.40 1.92
H 1.55 -2.60 2.54
```

Output
- calculated total energy (eV) = -106048.616
- frontier orbital gap (alpha / beta) (Eh) = 0.2340 / 0.2341
- ΔE to the lowest compared entry with this formula, charge and spin (kcal per mole) = 0.0


[3]
This record from the OMol25 dataset describes 2 unconnected molecules or ions with the total composition H4NS at a distorted geometry. The level of theory is ωB97M-V/def2-TZVPD.

Structure (XYZ):
```
6
H4NS, DFT ωB97M-V/def2-TZVPD
N -1.19 -0.99 -1.28
H -2.00 -0.43 -1.31
H -0.50 -0.36 -1.71
H -1.01 -0.97 -0.32
S 2.73 0.83 2.23
H 1.98 1.92 2.39
```

Output
- calculated total energy (eV) = -12391.042
- charge = -1
- frontier orbital gap (Eh) = 0.2292
- ΔE to the lowest compared entry with this formula, charge and spin (kcal per mole) = 7.7


[4]
This record from the OMol25 dataset describes 2 unconnected molecules or ions with the total composition C3H4N2 at a distorted geometry. The level of theory is ωB97M-V/def2-TZVPD.

Structure (XYZ):
```
9
C3H4N2, DFT ωB97M-V/def2-TZVPD
C 0.92 0.33 -0.12
C -1.89 -1.89 0.37
C -0.26 0.79 -0.33
N 0.62 1.77 0.26
N -1.86 -2.37 1.43
H 1.64 -0.56 -0.14
H 0.97 2.40 -0.43
H -1.36 0.79 -0.68
H -1.88 -2.83 2.41
```

Output
- calculated total energy (eV) = -6150.326
- frontier orbital gap (Eh) = 0.3300
- ΔE to the lowest compared entry with this formula, charge and spin (kcal per mole) = 128.6